(1)
Density functional theory data (ωB97M-V/def2-TZVPD) for a 4-piece molecular cluster, C27H57Cl2N5O8P overall at a distorted geometry.

```
100
Properties=species:S:1:pos:R:3:lowdin_charge:R:1
N 8.919 -2.522 -2.088 -0.326
P 9.530 -1.030 -1.935 0.723
C 8.012 0.138 -2.032 -0.267
C 7.516 0.922 -0.774 0.080
C 6.230 1.820 -0.936 0.043
C 5.569 2.644 0.253 -0.366
O 4.681 2.061 0.942 0.090
O 5.863 3.984 0.594 0.069
C 5.565 1.880 -2.335 -0.053
C 4.237 2.723 -2.696 -0.119
C 3.105 1.606 -3.090 -0.243
C 1.702 1.830 -2.337 -0.500
Cl 1.290 0.250 -1.459 0.577
C 6.182 1.044 -3.487 0.023
N 7.354 0.211 -3.320 -0.480
Cl 7.865 -0.687 -4.709 0.790
H 9.129 -3.059 -1.226 -0.021
H 10.184 -0.939 -0.665 0.023
H 10.493 -0.775 -2.961 0.010
H 8.036 0.874 0.246 0.132
H 5.821 4.014 1.587 0.150
H 4.448 3.413 -3.595 0.134
H 3.884 3.387 -1.830 0.121
H 3.498 0.569 -2.761 0.088
H 3.036 1.585 -4.229 0.116
H 0.913 1.988 -3.166 0.095
H 1.711 2.677 -1.567 0.081
H 5.685 1.064 -4.523 0.149
C -2.588 5.722 3.088 -0.108
O -1.575 5.961 2.122 -0.195
C -0.507 5.015 2.170 -0.209
C -0.538 4.095 0.948 -0.212
N -1.677 3.179 1.000 -0.037
C -1.925 2.469 -0.257 -0.186
C -2.277 3.312 -1.493 -0.221
O -3.545 3.954 -1.419 -0.176
C -3.544 5.183 -0.707 -0.094
H -3.247 6.592 3.111 0.092
H -3.187 4.847 2.821 0.075
H -2.160 5.588 4.086 0.088
H -0.503 4.443 3.104 0.122
H 0.421 5.595 2.138 0.117
H 0.389 3.514 0.910 0.113
H -0.581 4.734 0.059 0.097
H -2.513 3.703 1.235 0.068
H -2.758 1.785 -0.068 0.106
H -1.054 1.844 -0.486 0.090
H -2.348 2.622 -2.341 0.113
H -1.491 4.028 -1.759 0.105
H -2.602 5.726 -0.811 0.088
H -3.775 5.008 0.346 0.071
H -4.346 5.807 -1.110 0.092
C -1.668 -4.605 4.307 -0.108
O -0.454 -3.980 4.697 -0.195
C 0.688 -4.462 3.989 -0.207
C 1.217 -3.400 3.023 -0.209
N 0.301 -3.199 1.900 -0.048
C 0.602 -2.015 1.092 -0.217
C 0.530 -0.642 1.781 -0.238
O -0.786 -0.249 2.158 -0.194
C -1.230 -0.782 3.397 -0.093
H -2.440 -4.326 5.027 0.092
H -1.986 -4.265 3.318 0.068
H -1.572 -5.695 4.312 0.089
H 0.487 -5.409 3.476 0.122
H 1.460 -4.654 4.741 0.119
H 2.192 -3.716 2.639 0.120
H 1.355 -2.477 3.594 0.099
H -0.644 -3.105 2.257 0.062
H -0.117 -2.012 0.265 0.108
H 1.595 -2.138 0.644 0.107
H 0.859 0.100 1.048 0.046
H 1.222 -0.552 2.626 0.111
H -0.416 -0.912 4.113 0.089
H -1.756 -1.726 3.234 0.066
H -1.954 -0.083 3.824 0.092
C -4.194 -0.235 -1.760 -0.109
O -3.330 -1.226 -1.223 -0.198
C -3.706 -1.664 0.085 -0.201
C -4.246 -3.095 0.045 -0.208
N -5.550 -3.154 -0.615 -0.052
C -5.994 -4.514 -0.933 -0.194
C -5.132 -5.338 -1.904 -0.220
O -5.136 -4.852 -3.243 -0.178
C -4.222 -3.794 -3.489 -0.101
H -3.724 0.177 -2.654 0.089
H -5.156 -0.666 -2.048 0.077
H -4.351 0.579 -1.046 0.076
H -4.415 -0.979 0.562 0.127
H -2.792 -1.660 0.686 0.102
H -4.344 -3.471 1.068 0.120
H -3.506 -3.710 -0.478 0.100
H -5.507 -2.627 -1.481 0.065
H -6.993 -4.421 -1.369 0.119
H -6.111 -5.073 0.003 0.116
H -5.574 -6.338 -1.954 0.120
H -4.108 -5.485 -1.544 0.108
H -3.317 -3.872 -2.881 0.087
H -4.712 -2.831 -3.331 0.069
H -3.933 -3.837 -4.542 0.088
```

The total charge is +1. As for the LUMO energy: -5.508 eV. The frontier orbital gap is 4.16 eV. The total energy is -3199.7267 a.u. The multiplicity is 1. As for the HOMO energy: -9.668 eV.

***

(2)
Density functional theory data (ωB97M-V/def2-TZVPD) for a 3-piece molecular cluster, C27H57N3O2PSi overall at a distorted geometry.

```
91
Properties=species:S:1:pos:R:3:lowdin_charge:R:1
C -4.704 4.729 6.831 -0.134
C -4.381 3.823 5.613 -0.388
P -3.006 2.618 5.857 0.972
C -2.164 2.898 7.471 -0.418
C -1.263 4.155 7.565 -0.144
N -1.766 3.038 4.609 -0.129
C -1.340 1.848 3.994 -0.456
N -2.249 1.086 3.290 0.152
N -0.088 1.548 4.137 0.143
C 0.576 0.357 3.597 -0.127
C 1.958 0.698 2.987 -0.165
C 2.257 -0.083 1.679 -0.195
C 3.592 -0.827 1.829 -0.227
C 3.933 -1.754 0.665 -0.212
C 4.053 -1.042 -0.691 -0.215
C 4.731 -1.971 -1.734 -0.244
C 3.714 -2.640 -2.693 -0.243
Si 3.560 -1.812 -4.389 0.624
C 2.268 -0.419 -4.207 -0.177
C 5.150 -0.989 -5.000 -0.156
C 2.846 -2.975 -5.698 -0.269
C 1.654 -3.590 -5.387 -0.120
C 1.031 -4.421 -6.275 -0.084
C 1.635 -4.625 -7.483 -0.093
C 2.812 -4.035 -7.814 -0.078
C 3.431 -3.202 -6.915 -0.095
H -4.392 4.322 7.790 0.054
H -4.303 5.730 6.683 0.077
H -5.788 4.833 6.882 0.055
H -5.293 3.318 5.307 0.065
H -4.095 4.480 4.783 0.067
H -2.912 2.867 8.262 0.070
H -1.516 2.030 7.606 0.058
H -1.863 5.024 7.828 0.064
H -0.775 4.343 6.609 0.043
H -0.473 3.977 8.294 0.069
H -2.303 3.518 3.880 0.092
H -2.415 1.415 2.345 0.132
H -2.070 0.091 3.328 0.108
H 0.470 2.182 4.700 0.177
H 0.752 -0.318 4.436 0.138
H -0.010 -0.141 2.834 0.107
H 2.052 1.775 2.823 0.115
H 2.726 0.439 3.717 0.106
H 2.330 0.623 0.852 0.111
H 1.462 -0.809 1.488 0.111
H 4.382 -0.107 2.061 0.120
H 3.502 -1.458 2.724 0.113
H 3.165 -2.531 0.597 0.120
H 4.906 -2.197 0.881 0.112
H 3.098 -0.671 -1.071 0.098
H 4.689 -0.165 -0.527 0.114
H 5.263 -2.745 -1.179 0.098
H 5.494 -1.374 -2.236 0.080
H 2.733 -2.562 -2.211 0.066
H 3.950 -3.704 -2.758 0.076
H 1.489 -0.782 -3.530 0.018
H 2.719 0.505 -3.848 0.023
H 1.771 -0.286 -5.169 0.031
H 4.987 0.086 -5.080 0.032
H 5.475 -1.404 -5.953 0.013
H 5.994 -1.134 -4.320 0.019
H 1.195 -3.404 -4.420 0.101
H 0.081 -4.869 -6.019 0.107
H 1.134 -5.276 -8.190 0.097
H 3.280 -4.172 -8.778 0.094
H 4.366 -2.729 -7.182 0.090
C -9.780 6.106 7.440 -0.064
C -8.871 5.871 8.636 -0.496
C -9.302 6.706 9.831 -0.062
O -7.519 6.185 8.288 -0.070
H -9.743 7.153 7.129 0.082
H -9.457 5.505 6.588 0.076
H -10.815 5.851 7.672 0.082
H -8.885 4.813 8.904 0.137
H -9.250 7.772 9.594 0.083
H -8.639 6.532 10.679 0.080
H -10.323 6.468 10.133 0.082
H -7.488 7.117 8.048 0.088
C 3.068 -5.605 -12.601 -0.060
C 3.128 -6.080 -11.158 -0.499
C 3.515 -7.549 -11.074 -0.060
O 1.862 -5.877 -10.527 -0.067
H 2.314 -6.166 -13.159 0.082
H 2.784 -4.553 -12.645 0.080
H 4.030 -5.727 -13.099 0.081
H 3.852 -5.480 -10.605 0.125
H 2.775 -8.171 -11.585 0.082
H 3.549 -7.876 -10.034 0.080
H 4.491 -7.728 -11.527 0.081
H 1.210 -6.401 -11.004 0.090
```

The total charge is +1. As for the LUMO energy: -3.271 eV. The frontier orbital gap is 7.01 eV. The total energy is -2008.3347 a.u. The multiplicity is 1. As for the HOMO energy: -10.281 eV.